Entry 1:
A gas-phase ion, CH4 (charge -1). Source: the Open Molecules 2025 dataset; level of theory: wB97M-V/def2-TZVPD.

Geometry (Å):
H -0.98 -0.50 0.00
H 0.46 0.11 -0.98
H 0.68 -0.52 0.69
H -0.14 1.01 0.43
C -0.01 0.00 0.01

Computed properties:
- energy (Ha) = -40.427566
- charge = -1
- E_HOMO (alpha / beta) (Ha) = 0.062 / -0.298
- 2S+1 = 2
- frontier orbital gap (alpha / beta) (eV) = 5.54 / 13.74
- ⟨S²⟩ = 0.75
- ΔE to the lowest compared entry with this formula, charge and spin (kcal per mole) = 0.25



Entry 2:
A molecular structure, C22H33ClKN2O10PS in a non-equilibrium geometry. Source: the Open Molecules 2025 dataset; level of theory: wB97M-V/def2-TZVPD.

Geometry (Å):
H -4.59 -2.32 2.56
O 2.39 0.00 -0.38
O 4.85 -0.13 5.30
H -4.65 -3.78 -0.42
Cl -3.50 1.29 -0.15
N 5.45 -0.10 4.24
C 3.24 -0.06 3.09
C 0.99 -0.06 2.03
H 1.03 -2.30 -0.77
H 0.10 0.59 -6.18
C -2.78 -3.00 1.58
H -4.30 -4.58 -1.95
H -3.51 -1.02 2.05
H -3.79 -2.43 -3.09
H 1.44 -1.47 -3.12
H -4.11 -1.51 -1.61
C -2.95 1.85 -1.82
H -3.47 -5.09 -0.47
O 4.75 -0.41 -1.64
H -0.94 1.65 -3.94
H -3.22 -3.98 1.40
S 0.67 0.63 -2.56
N 5.33 -0.10 -0.61
C 2.50 -0.05 1.96
C -3.33 -2.05 -2.16
O -0.47 -0.30 -2.10
C 3.11 -0.05 0.63
C -3.84 -4.22 -1.02
H 6.38 -0.09 1.76
H -2.60 -3.15 3.73
O -0.76 2.55 -1.24
C -0.35 -3.68 0.20
P -1.76 -2.49 0.11
C -1.93 -3.07 2.86
C -2.76 -3.20 -1.32
O 6.53 0.13 -0.56
C -3.91 -1.99 1.77
H 2.77 -0.04 4.07
H -0.43 -0.58 -4.96
H 2.81 -0.36 -2.98
O 0.44 -1.15 1.70
H 0.70 2.21 -4.32
C 4.55 -0.08 0.64
H -1.12 -5.46 -0.81
H -3.83 2.24 -2.32
H 1.56 -3.99 -0.79
H -2.00 -3.69 -1.95
H -4.51 -1.83 0.86
H 2.40 0.54 -5.22
C 4.66 -0.08 3.01
O 0.40 1.00 2.35
H -2.56 -1.32 -2.42
K -0.57 0.62 0.13
H 0.12 -3.44 1.16
H 1.96 -1.14 -5.50
H -2.56 0.96 -2.31
C 5.30 -0.08 1.81
C 0.68 -3.33 -0.87
C 0.28 0.23 -5.16
C -1.87 2.95 -1.71
H 0.15 -5.79 0.37
H -1.26 -3.93 2.87
C -0.73 -5.16 0.17
H -1.31 -2.18 2.97
O -2.21 4.08 -2.11
C 0.08 1.33 -4.11
H 0.28 -3.45 -1.89
O 6.67 -0.11 4.16
C 1.81 -0.49 -3.41
H -1.48 -5.41 0.92
C 1.70 -0.25 -4.92

Computed properties:
- energy (Ha) = -3519.683334
- charge = -2
- E_HOMO (Ha) = -0.093
- 2S+1 = 1
- frontier orbital gap (eV) = 6.53
- ΔE to the lowest compared entry with this formula, charge and spin (kcal per mole) = 9.95



Entry 3:
A single C4H6N2O molecule. Source: the Open Molecules 2025 dataset; level of theory: wB97M-V/def2-TZVPD.

Geometry (Å):
H -2.79 0.12 -1.20
H 0.46 1.74 -1.06
H 3.07 -0.69 1.13
N 1.02 -1.02 0.55
C 0.81 0.89 -0.48
O -1.10 -0.74 -0.41
N 2.09 0.85 0.04
H 0.83 -1.95 0.91
H -2.77 -0.05 0.57
H -1.79 1.22 -0.20
C 2.19 -0.31 0.64
C 0.14 -0.26 -0.17
C -2.17 0.20 -0.31

Computed properties:
- energy (Ha) = -340.748235
- E_HOMO (Ha) = -0.304
- 2S+1 = 1
- frontier orbital gap (eV) = 9.15
- ΔE to the lowest compared entry with this formula, charge and spin (kcal per mole) = 29.29
- SMILES = COc1cnc[nH]1



Entry 4:
A molecular structure, C32H31F5N4O4STeW. Source: the Open Molecules 2025 dataset; level of theory: wB97M-V/def2-TZVPD.

Geometry (Å):
H 4.92 -0.14 0.07
H -3.23 1.15 -1.14
O 0.01 0.60 1.61
F 2.61 3.86 -0.15
H -1.62 4.76 0.92
C -0.25 2.79 -0.16
C 1.81 -1.00 -4.01
C -1.90 -0.88 0.26
H -6.05 0.42 1.16
C 5.32 -2.23 0.24
O 1.47 -0.20 -1.38
C -1.19 -3.16 0.64
C 2.63 -2.55 0.56
N 0.62 1.81 -2.01
O 3.16 1.34 -0.16
F 3.69 2.61 -2.25
C 3.11 -1.25 0.39
H -4.63 0.02 2.15
C -2.34 3.82 2.70
C -4.37 -0.31 0.01
H -0.08 -0.87 3.53
H -5.65 -1.27 1.50
H -2.94 2.54 4.34
H -4.62 -0.79 -2.10
H -1.65 0.15 0.08
C -1.54 1.57 3.10
C 3.45 -3.67 0.57
H -6.04 -0.06 -1.33
N 0.50 1.86 -0.64
H -0.60 3.54 -0.88
H 1.22 1.55 -6.84
H 1.92 0.45 3.20
H -4.53 -3.00 0.42
N 2.49 -0.08 2.54
H -3.31 1.51 0.60
F 4.58 2.65 1.43
C -5.23 -0.29 1.29
C -5.22 -0.76 -1.18
F 1.86 2.07 1.69
C -0.51 -0.23 4.30
C -0.77 2.81 1.17
S 0.26 -4.10 0.77
C 4.82 -3.51 0.42
C 4.49 -1.11 0.23
H 6.39 -2.08 0.11
C -3.22 -1.30 0.23
H -2.97 4.64 3.00
H 1.96 -0.74 -7.38
C -3.87 1.11 -0.25
W 1.73 0.51 0.52
C -1.59 3.89 1.55
H 1.99 -1.70 -3.21
F 5.64 1.59 -0.75
H -5.65 -1.75 -1.03
H 3.44 0.30 2.58
H 2.35 -2.38 -5.57
C 1.18 -2.64 0.65
C -3.51 -2.66 0.43
C -0.70 1.65 1.96
C 1.16 0.67 -2.31
Te 4.32 3.00 -0.47
O -1.68 0.42 3.83
C 1.17 1.20 -4.73
C -0.88 -1.80 0.51
N 0.49 -1.55 0.57
H 0.23 0.50 4.65
H -2.75 -4.65 0.73
C 1.38 0.83 -6.05
H -0.82 -0.84 5.14
H 5.48 -4.36 0.43
C 1.38 0.28 -3.71
H 3.03 -4.66 0.70
C -2.32 2.64 3.46
H -4.72 1.76 -0.43
H 2.52 -1.06 2.78
H 0.85 2.21 -4.48
C -2.51 -3.60 0.61
C 1.80 -0.46 -6.35
C 2.02 -1.37 -5.33

Computed properties:
- energy (Ha) = -2990.815604
- E_HOMO (Ha) = -0.307
- 2S+1 = 1
- frontier orbital gap (eV) = 7.40
- ΔE to the lowest compared entry with this formula, charge and spin (kcal per mole) = 0.00



Entry 5:
A single C3H7N3O2 molecule in a non-equilibrium geometry. Source: the Open Molecules 2025 dataset; level of theory: wB97M-V/def2-TZVPD.

Geometry (Å):
C 0.21 1.32 -0.46
H 0.96 1.95 1.17
H -2.65 0.45 0.52
H 1.94 -2.07 -0.33
H -2.36 -1.23 0.18
H -2.36 -0.09 -1.15
N 1.52 -0.26 0.11
N 0.60 2.28 0.27
C -2.06 -0.22 -0.11
H -0.08 1.46 -1.50
N -0.66 0.07 0.11
H 2.15 0.48 0.42
O 0.12 -2.05 0.72
C 0.24 -0.86 0.46
O 2.42 -1.22 -0.41

Computed properties:
- energy (Ha) = -433.122809
- E_HOMO (Ha) = -0.333
- 2S+1 = 1
- frontier orbital gap (eV) = 9.56
- ΔE to the lowest compared entry with this formula, charge and spin (kcal per mole) = 125.48
- SMILES = [H]/N=C\N(C)C(=O)NO



- Which of these has the highest ΔE to the lowest compared entry with this formula, charge and spin?
  C3H7N3O2